Entry 1:
18
Properties=species:S:1:pos:R:3:nbo_charge:R:1 method="wB97M-V/def2-TZVPD" gap_ev=10.07 e_lumo_ev=0.87 de_lowest_kj_mol=183.6 largest_force_ev_per_a=3.8
C -3.353 0.838 -0.234 -0.2536
O -1.883 1.001 -0.099 -0.4823
C -1.050 0.012 -0.195 0.9227
O -1.228 -1.164 -0.404 -0.6076
N 0.280 0.531 -0.017 -0.2607
N 0.467 1.892 0.051 -0.2453
C 1.756 2.093 0.145 -0.0242
C 2.462 0.845 0.156 -0.3355
C 1.507 -0.106 0.071 0.1772
C 1.590 -1.542 0.270 -0.6820
H -3.612 0.380 -1.127 0.1959
H -3.722 1.990 -0.076 0.2203
H -3.760 0.128 0.527 0.2005
H 2.100 3.051 0.465 0.2111
H 3.565 0.685 0.353 0.2334
H 2.013 -1.839 1.184 0.2304
H 2.352 -1.993 -0.345 0.2317
H 0.731 -2.277 0.084 0.2678



Entry 2:
26
Properties=species:S:1:pos:R:3:nbo_charge:R:1 method="wB97M-V/def2-TZVPD" gap_ev=7.70 e_lumo_ev=3.24 charge=-1 de_lowest_kj_mol=171.4 largest_force_ev_per_a=6.0
C -3.236 0.859 -0.948 -0.6071
C 0.292 0.642 0.490 0.1685
C -1.133 0.435 0.694 -0.0904
C -1.746 0.802 -0.675 -0.1196
C -0.697 1.151 -1.389 -0.0148
C 1.062 0.628 1.665 -0.2440
C 0.517 0.126 2.831 -0.2264
C -0.825 -0.250 3.031 -0.2746
C -1.682 -0.029 1.968 -0.2096
N 0.577 1.042 -0.780 -0.5470
H 2.064 0.837 1.424 0.2237
H 1.285 0.133 3.648 0.1969
H 1.441 0.966 -1.240 0.4627
H -1.088 -0.678 3.993 0.2038
H -0.577 1.467 -2.402 0.1958
H -2.692 -0.249 2.105 0.1947
H -3.616 1.793 -0.389 0.2019
H -3.767 0.030 -0.763 0.2034
H -3.466 1.153 -1.981 0.2049
C 2.039 -2.021 -1.662 -0.7257
C 3.070 -0.899 -1.570 0.7696
O 4.183 -1.341 -1.315 -0.7376
O 2.788 0.329 -1.801 -0.8281
H 1.176 -1.665 -1.179 0.2003
H 2.321 -2.987 -1.154 0.1995
H 1.711 -2.273 -2.600 0.1991



Entry 3:
13
Properties=species:S:1:pos:R:3:nbo_charge:R:1 method="wB97M-V/def2-TZVPD" gap_ev=7.78 e_lumo_ev=4.51 charge=-1 de_lowest_kj_mol=62.6 largest_force_ev_per_a=1.7
C 1.033 -1.726 1.429 -0.2330
O 1.194 -0.457 0.858 -0.8438
H 1.460 -1.758 2.440 0.1293
H -0.018 -2.005 1.470 0.1694
H 1.626 -2.421 0.803 0.1274
N -0.157 1.869 -0.886 -0.9072
C -1.202 0.801 -1.063 0.1367
O -0.967 -0.346 -0.364 -0.9173
H 0.386 1.775 -0.044 0.3602
H 0.466 1.657 -1.662 0.3329
H -2.210 1.173 -0.759 0.0806
H -1.309 0.684 -2.184 0.0661
H 0.349 -0.264 0.219 0.4986



Entry 4:
11
Properties=species:S:1:pos:R:3:mulliken_spin:R:1 method="wB97M-V/def2-TZVPD" gap_ev="4.07 / 5.69" e_lumo_ev="-1.29 / -1.32" multiplicity=2 s_squared=0.754 de_lowest_kj_mol=125.1 largest_force_ev_per_a=2.4
O 1.038 0.897 1.651 0.2218
C -0.251 0.729 1.607 0.5026
C -0.838 -0.364 0.816 0.0888
H -0.910 1.512 2.018 0.0118
H -1.922 -0.444 0.952 0.0084
H -0.333 -1.320 1.038 0.0088
Cu 2.250 0.159 0.251 0.0101
O -0.727 -0.326 -0.873 0.0981
C 0.541 -0.292 -1.273 0.0344
O 0.741 0.321 -2.353 0.0090
Li 0.410 -0.872 -3.835 0.0062



Entry 5:
118
Properties=species:S:1:pos:R:3:mulliken_charge:R:1 method="wB97M-V/def2-TZVPD" gap_ev=5.50 e_lumo_ev=3.75 charge=-2 de_lowest_kj_mol=107.3 largest_force_ev_per_a=3.3
K -1.786 0.391 1.038 1.1893
C 4.970 0.565 -4.194 -1.1268
C 5.638 -0.158 -3.018 0.6899
C 6.702 -1.068 -3.187 -0.9849
C 7.323 -1.614 -2.052 -0.5143
C 6.784 -1.471 -0.787 -0.9507
C 5.606 -0.710 -0.640 -0.0154
C 5.142 -0.023 -1.745 0.7397
N 3.959 0.742 -1.599 -0.0031
C 3.047 0.685 -0.543 -0.9451
N 3.388 1.245 0.698 0.9866
C 2.603 1.152 1.927 -0.3620
C 1.508 2.013 2.120 -0.2188
C 0.887 1.937 3.380 -0.5839
C 1.379 1.238 4.462 -1.3922
C 2.515 0.409 4.208 -0.9978
C 3.075 0.323 2.919 1.9844
C 4.256 -0.558 2.762 -1.4706
N 1.844 0.236 -0.766 0.2815
C 1.482 -0.404 -1.974 0.1858
C 2.091 -1.642 -2.332 0.3863
C 1.638 -2.401 -3.386 -1.1173
C 0.600 -1.918 -4.154 -0.8661
C -0.011 -0.751 -3.795 -0.9389
C 0.388 0.052 -2.742 0.6843
C -0.405 1.216 -2.333 -1.2715
H 5.273 0.195 -5.138 0.4328
H 5.214 1.643 -4.246 0.3328
H 3.877 0.455 -4.181 0.0986
H 7.142 -1.218 -4.171 0.3895
H 8.195 -2.261 -2.214 0.3162
H 7.206 -2.017 0.012 0.4446
H 4.982 -0.681 0.251 0.0699
H 3.422 0.760 -2.417 0.3272
H 4.237 1.847 0.697 0.2894
H 0.249 2.763 3.587 0.3533
H 0.805 1.264 5.389 0.3557
H 2.876 -0.173 5.016 0.2886
H 4.522 -0.869 3.782 0.5284
H 5.102 -0.029 2.365 0.4748
H 4.160 -1.442 2.085 0.0982
H 2.892 -1.915 -1.696 0.6504
H 2.021 -3.390 -3.574 0.3966
H 0.206 -2.479 -5.005 0.3684
H -0.855 -0.388 -4.372 0.2792
H 0.190 2.128 -2.079 -0.0043
H -0.857 0.895 -1.326 -0.1033
H -1.261 1.482 -2.975 0.5783
S -0.026 8.354 3.908 0.0068
N -1.326 7.354 3.701 -0.7894
C -0.901 6.274 3.087 1.0575
C -1.720 5.148 2.728 0.2713
C -3.108 5.162 2.921 -0.9687
C -3.790 4.006 2.627 -1.1127
C -3.102 2.960 1.998 0.2531
N -1.832 2.943 1.681 0.3344
C -1.128 4.043 2.024 -0.2335
C 0.292 4.080 1.750 -0.5969
N 1.037 2.937 1.220 1.5389
C 1.755 3.405 0.041 0.2754
C 2.369 4.597 0.081 -0.3022
C 2.171 5.569 1.121 -1.7302
C 1.017 5.327 1.864 0.6550
C 0.485 6.346 2.724 0.3541
N 1.097 7.417 3.153 -0.7177
H -3.512 6.034 3.447 0.4152
H -4.863 3.858 2.826 0.4364
H -3.634 2.037 1.720 -0.0204
H 1.783 2.819 -0.860 -0.3681
H 2.810 4.873 -0.897 0.3173
H 2.659 6.564 1.206 0.3221
Br -3.898 2.347 -1.468 -0.1491
C -5.703 1.795 -1.064 0.2519
C -6.709 2.412 -1.788 -0.7405
C -8.050 2.062 -1.556 -0.2778
C -8.404 1.158 -0.652 -0.9854
C -7.394 0.492 0.112 0.8843
C -7.721 -0.502 0.977 -0.5852
C -6.764 -1.192 1.695 -0.7481
C -5.427 -0.809 1.582 -0.5558
C -4.970 0.196 0.732 -0.0135
C -5.974 0.765 -0.113 -0.0913
H -6.478 3.206 -2.490 0.3748
H -8.854 2.464 -2.165 0.3206
H -9.460 0.880 -0.608 0.2667
H -8.712 -0.859 1.052 0.3425
H -7.062 -2.085 2.289 0.2879
H -4.646 -1.303 2.103 0.4882
N 2.859 -3.868 0.382 -0.7778
H 2.211 -3.065 0.257 0.0461
H 2.772 -4.032 1.368 0.2692
H 2.287 -4.578 -0.055 0.4766
Br -2.867 -3.678 1.675 -0.1350
C -1.127 -3.331 2.415 0.1180
C -0.266 -4.410 2.618 -0.0099
C 0.882 -4.189 3.363 -0.8134
C 1.180 -2.922 3.830 -0.5340
C 0.373 -1.893 3.314 -0.1592
N -0.792 -2.101 2.680 -0.0701
H -0.500 -5.367 2.218 0.4053
H 1.551 -5.011 3.553 0.3636
H 2.035 -2.649 4.440 0.3673
H 0.568 -0.858 3.545 0.4313
O 0.800 -5.315 -1.252 -0.9119
C -0.115 -4.549 -1.424 -0.0941
N -0.465 -3.428 -0.711 0.5402
C -1.515 -2.851 -1.372 -0.3715
O -2.056 -1.783 -1.028 -0.4105
C -1.972 -3.700 -2.518 0.1847
C -3.050 -3.613 -3.416 -0.3780
C -3.285 -4.681 -4.219 -0.4476
C -2.464 -5.852 -4.182 -0.5023
C -1.315 -5.825 -3.370 -0.2940
C -1.165 -4.788 -2.495 0.3573
H -3.667 -2.700 -3.393 0.5061
H -4.204 -4.756 -4.853 0.3061
H -2.666 -6.783 -4.770 0.3195
H -0.557 -6.617 -3.371 0.4160



Entry 6:
130
Properties=species:S:1:pos:R:3:mulliken_spin:R:1 method="wB97M-V/def2-TZVPD" gap_ev="7.08 / 5.85" e_lumo_ev="-3.19 / -4.47" charge=+1 multiplicity=4 s_squared=3.785 largest_force_ev_per_a=1.8
Tc -0.628 -0.561 2.227 2.8398
C -0.036 5.440 0.360 -0.0028
C -1.252 5.002 -0.136 0.0004
C -1.797 3.803 0.296 -0.0072
C -1.123 3.045 1.248 -0.0260
C 0.095 3.495 1.757 -0.0093
C 0.641 4.680 1.304 0.0032
P -1.820 1.541 2.001 0.0069
C -3.503 1.382 1.329 -0.0182
C -3.602 0.837 0.049 0.0218
C -4.842 0.585 -0.507 0.0071
C -5.992 0.881 0.211 0.0003
C -5.895 1.424 1.482 0.0005
C -4.654 1.665 2.050 0.0030
C -1.943 2.123 3.714 0.0049
C -2.404 3.362 4.087 0.0006
C -2.419 3.718 5.444 -0.0021
C -1.957 2.846 6.395 0.0018
C -1.451 1.577 6.041 -0.0061
C -0.952 0.651 6.985 0.0294
C -0.489 -0.569 6.580 -0.0178
C -0.482 -0.926 5.215 0.0060
C -0.928 -0.044 4.267 -0.0453
C -1.440 1.213 4.669 0.0062
H 0.381 6.376 0.017 0.0001
H -1.781 5.593 -0.868 -0.0003
H -2.747 3.470 -0.099 -0.0001
H 0.618 2.906 2.495 0.0011
H 1.594 5.011 1.688 -0.0001
H -2.689 0.622 -0.495 0.0265
H -4.920 0.157 -1.497 -0.0002
H -6.964 0.695 -0.221 -0.0001
H -6.788 1.662 2.040 0.0000
H -4.580 2.067 3.050 0.0001
H -2.742 4.065 3.338 0.0003
H -2.801 4.687 5.731 -0.0002
H -1.966 3.122 7.439 0.0000
H -0.948 0.921 8.032 0.0007
H -0.116 -1.284 7.298 -0.0001
H -0.077 -1.891 4.940 0.0150
O -3.286 -1.133 3.515 -0.0116
N -2.631 -1.493 2.329 -0.0491
C -3.544 -2.000 1.556 0.0814
C -3.538 -2.545 0.234 -0.0060
C -4.786 -2.976 -0.255 0.0169
C -4.906 -3.530 -1.508 -0.0064
C -3.782 -3.649 -2.315 0.0172
C -2.553 -3.210 -1.861 -0.0059
C -2.407 -2.673 -0.586 -0.0407
P -0.748 -2.343 0.112 0.1297
C -0.413 -4.104 0.518 0.0276
C -0.450 -4.534 1.841 -0.0057
C -0.206 -5.860 2.153 -0.0004
C 0.045 -6.776 1.146 0.0018
C 0.032 -6.367 -0.178 -0.0004
C -0.194 -5.040 -0.494 -0.0034
C 0.126 -1.908 -1.432 -0.0336
C -0.467 -0.881 -2.076 0.0392
C -0.162 -0.173 -3.353 -0.0050
C 1.887 -1.485 -4.012 -0.0005
C 2.089 -2.421 -2.863 -0.0004
C 1.343 -2.592 -1.767 0.0045
H -2.614 -0.971 4.206 -0.0075
H -4.533 -1.994 2.016 -0.0075
H -5.657 -2.867 0.375 0.0000
H -5.866 -3.874 -1.860 0.0002
H -3.865 -4.105 -3.290 0.0002
H -1.688 -3.305 -2.499 0.0009
H -0.644 -3.834 2.638 0.0092
H -0.199 -6.166 3.189 0.0000
H 0.253 -7.807 1.389 0.0001
H 0.200 -7.084 -0.970 -0.0001
H -0.197 -4.743 -1.532 -0.0002
H -1.391 -0.539 -1.621 -0.0365
H -0.582 -0.792 -4.159 0.0030
H 2.863 -1.328 -4.474 -0.0001
H 2.907 -3.117 -3.011 0.0024
H 1.648 -3.347 -1.054 -0.0031
O 2.629 1.476 4.091 0.0003
P 2.313 0.352 3.019 0.0116
O 3.360 0.170 1.996 0.0088
O 0.917 0.686 2.516 -0.0673
O 2.198 -0.959 3.953 0.0040
P 1.937 -2.369 3.159 -0.0072
O 3.208 -2.529 2.245 -0.0004
O 1.690 -3.464 4.087 0.0111
O 0.754 -2.014 2.225 0.0665
H 3.530 1.411 4.411 -0.0006
H 3.531 -1.654 1.951 0.0005
C -1.001 1.112 -3.390 0.0024
C 1.343 -0.054 -3.728 -0.0010
C 1.077 -2.312 -5.035 -0.0006
C 1.465 0.694 -5.069 0.0000
Si 2.506 0.970 -2.456 0.0068
Br 1.191 1.093 -0.552 0.0133
C 2.602 2.924 -2.781 0.0010
C 3.488 3.269 -3.983 0.0010
C 1.219 3.550 -3.002 -0.0006
C 3.173 3.659 -1.552 0.0014
C 4.268 0.214 -2.018 -0.0003
C 5.146 1.272 -1.333 0.0001
C 5.017 -0.262 -3.272 0.0002
C 4.188 -0.935 -1.008 0.0002
H -2.055 0.838 -3.377 0.0007
H -0.819 1.670 -4.301 -0.0001
H -0.816 1.748 -2.531 -0.0007
H 0.867 -1.753 -5.942 0.0000
H 0.144 -2.664 -4.603 0.0002
H 1.657 -3.190 -5.312 -0.0001
H 0.774 0.294 -5.809 0.0002
H 2.477 0.588 -5.459 0.0000
H 1.257 1.753 -4.972 -0.0004
H 3.023 2.993 -4.927 0.0000
H 4.453 2.771 -3.921 0.0000
H 3.669 4.344 -4.003 0.0000
H 0.720 3.191 -3.894 0.0000
H 1.328 4.628 -3.111 0.0000
H 0.573 3.376 -2.146 0.0001
H 4.256 3.648 -1.547 0.0003
H 2.816 3.245 -0.613 -0.0005
H 2.863 4.704 -1.588 0.0001
H 5.399 2.089 -2.002 0.0000
H 6.081 0.805 -1.022 0.0001
H 4.669 1.651 -0.433 0.0001
H 4.920 0.442 -4.097 -0.0001
H 4.667 -1.236 -3.602 0.0001
H 6.079 -0.363 -3.048 0.0001
H 3.584 -0.652 -0.154 -0.0014
H 5.188 -1.154 -0.634 -0.0001
H 3.792 -1.845 -1.435 0.0002



In hartree, the energy values for the records above are, in order, -493.376924, -631.632456, -286.223429, -1989.720541, -9043.347528, -7022.703826.